Below is a molecular structure, C18H20N4O7RuS2, with properties calculated with ωB97M-V/def2-TZVPD.

As for the energy: -2334.97694 hartree. As for the total charge: -1. Its spin multiplicity is 6. Its HOMO-LUMO gap (alpha / beta) is 6.354 / 6.351 eV. The calculation puts the energy above the lowest of the compared OMol25 structures with the same formula, charge and spin at 21.2 kcal/mol. Its LUMO energy (alpha / beta) is 2.66 / 2.05 eV.

Geometry (Å):
1 Ru -1.121 0.138 -0.105
2 S -2.663 -1.683 -0.480
3 S 0.555 -1.823 -0.455
4 O 1.996 2.494 0.942
5 O -0.392 0.573 -2.379
6 O -2.772 1.279 -0.838
7 O -2.820 1.095 1.973
8 O 0.100 2.941 2.760
9 O -1.007 2.737 0.830
10 O -4.192 3.002 -0.685
11 N 2.285 -0.710 2.493
12 N 1.349 1.891 -2.980
13 N 0.885 1.369 -0.712
14 N -0.036 0.000 2.058
15 C -0.402 -3.187 -0.964
16 C -0.951 2.600 2.031
17 C 0.580 1.249 -2.022
18 C -2.538 -4.256 -1.350
19 C -3.572 2.059 -0.211
20 C -1.912 -5.421 -1.755
21 C 2.312 2.768 -2.580
22 C 0.973 1.727 -4.374
23 C 2.605 -2.129 2.525
24 C -1.806 -3.134 -0.950
25 C 1.055 -0.329 2.258
26 C 0.216 -4.371 -1.386
27 C 2.561 2.990 -1.282
28 C -0.519 -5.476 -1.773
29 C -3.901 1.664 1.237
30 C 3.296 0.274 2.851
31 C -2.100 1.976 2.798
32 C 1.797 2.264 -0.274
33 H 2.845 3.271 -3.377
34 H -2.499 -6.278 -2.061
35 H 2.987 1.249 2.481
36 H 0.812 0.672 -4.582
37 H -2.742 2.777 3.185
38 H -4.670 0.889 1.183
39 H 1.785 -2.683 2.075
40 H 0.047 2.261 -4.591
41 H -3.620 -4.188 -1.339
42 H 1.777 2.109 -5.000
43 H -1.707 1.406 3.636
44 H 3.313 3.696 -0.963
45 H 3.449 0.305 3.933
46 H 0.866 2.963 2.112
47 H 1.300 -4.401 -1.404
48 H 4.234 -0.002 2.368
49 H -0.013 -6.378 -2.095
50 H 3.500 -2.306 1.926
51 H -4.308 2.530 1.762
52 H 2.781 -2.465 3.551

***

Below is a single C18H20N4OS molecule, with properties calculated with ωB97M-V/def2-TZVPD.

As for the energy: -1390.34553 hartree. As for the total charge: 0. Its spin multiplicity is 1. Its HOMO-LUMO gap is 8.592 eV. Its SMILES is CC(=C/c1ccccc1)/C=N/NC(=O)CSc1nc(C)cc(C)n1. The calculation puts the energy above the lowest of the compared OMol25 structures with the same formula, charge and spin at 43.5 kcal/mol. Its LUMO energy is 0.56 eV.

Geometry (Å):
1 S 3.021 -0.622 -2.213
2 O 1.028 -3.386 -0.365
3 N 2.158 -0.785 0.249
4 N -0.962 -1.353 -1.139
5 N 3.009 1.309 -0.427
6 N 0.242 -1.671 -1.661
7 C -0.628 2.323 -0.605
8 C -3.176 1.595 -1.388
9 C 1.873 -0.308 1.454
10 C 2.542 -2.354 -1.903
11 C -1.481 -1.958 -0.147
12 C -3.527 -2.559 1.134
13 C 2.737 1.807 0.775
14 C -1.255 1.251 -0.001
15 C 2.153 1.019 1.764
16 C -2.545 2.665 -1.997
17 C 1.252 -1.259 2.421
18 C 1.205 -2.513 -1.185
19 C -2.532 0.861 -0.397
20 C 2.702 0.041 -0.625
21 C -1.267 3.030 -1.611
22 C -3.225 -0.261 0.241
23 C 3.095 3.237 1.009
24 C -2.756 -1.508 0.390
25 H -4.470 -2.165 1.505
26 H -2.944 -2.925 1.978
27 H 2.498 -2.826 -2.885
28 H 1.115 -2.222 1.937
29 H 0.365 2.612 -0.294
30 H 1.895 -1.379 3.292
31 H -4.216 -0.033 0.617
32 H 0.290 -0.878 2.760
33 H 3.315 -2.835 -1.304
34 H 0.514 -1.009 -2.380
35 H -3.053 3.217 -2.775
36 H -4.172 1.310 -1.695
37 H -3.733 -3.408 0.483
38 H 3.943 3.295 1.690
39 H 2.261 3.770 1.461
40 H -0.756 0.708 0.789
41 H -1.036 -2.829 0.330
42 H 1.923 1.425 2.737
43 H 3.368 3.703 0.067
44 H -0.771 3.863 -2.086

***

Below is a single C18H20N6O4S molecule, with properties calculated with ωB97M-V/def2-TZVPD.

As for the energy: -1725.56585 hartree. As for the total charge: 0. Its spin multiplicity is 1. Its HOMO-LUMO gap is 8.616 eV. Its SMILES is O=C(NCc1ccco1)[C@@H]1CCCN(S(=O)(=O)c2ccc(-n3cnnn3)cc2)C1. The calculation puts the energy above the lowest of the compared OMol25 structures with the same formula, charge and spin at 24.9 kcal/mol. Its LUMO energy is -0.35 eV.

Geometry (Å):
1 S 1.813 -2.450 0.258
2 O 2.069 -3.242 -0.907
3 O 2.220 -2.924 1.546
4 O -2.656 1.953 0.088
5 O 1.984 3.122 1.579
6 N 0.839 1.285 0.957
7 N -4.516 -0.576 1.592
8 N 2.409 -0.892 0.024
9 N -6.005 -0.513 0.054
10 N -5.712 -0.284 1.332
11 N -3.945 -1.027 0.460
12 C -0.511 -1.702 1.522
13 C -3.253 1.709 -1.093
14 C 0.058 -2.085 0.320
15 C -2.345 1.261 -1.999
16 C -2.605 -1.408 0.394
17 C 3.180 -0.324 1.116
18 C -0.692 -2.151 -0.838
19 C -1.098 1.239 -1.323
20 C -1.849 -1.359 1.564
21 C 1.977 1.967 1.209
22 C -1.344 1.677 -0.055
23 C -0.461 1.881 1.132
24 C 3.279 1.198 0.986
25 C -4.915 -0.972 -0.494
26 C 3.038 0.899 -1.501
27 C -2.034 -1.814 -0.808
28 C 2.981 -0.610 -1.278
29 C 3.852 1.561 -0.393
30 H 0.099 -1.692 2.411
31 H 3.493 1.099 -2.472
32 H -0.964 1.473 2.020
33 H 3.992 -1.035 -1.352
34 H -2.328 -1.056 2.481
35 H 2.029 1.312 -1.504
36 H 2.355 -1.102 -2.023
37 H 2.695 -0.614 2.049
38 H 0.900 0.337 0.614
39 H 4.887 1.217 -0.448
40 H -4.804 -1.257 -1.516
41 H 3.970 1.563 1.752
42 H -2.528 0.993 -3.019
43 H -0.293 2.952 1.307
44 H -2.621 -1.865 -1.710
45 H -0.157 0.940 -1.736
46 H -4.306 1.898 -1.158
47 H 3.845 2.645 -0.512
48 H -0.218 -2.481 -1.748
49 H 4.196 -0.744 1.121

***

Below is a single C18H20N6O4S molecule, with properties calculated with ωB97M-V/def2-TZVPD.

As for the energy: -1725.58607 hartree. As for the total charge: 0. Its spin multiplicity is 1. Its HOMO-LUMO gap is 7.787 eV. Its SMILES is CC(=O)c1c[nH]c2ncc(-c3cnc(N)c(NS(=O)(=O)N4CCOCC4)c3)cc12. The calculation puts the energy above the lowest of the compared OMol25 structures with the same formula, charge and spin at 12.2 kcal/mol. Its LUMO energy is 0.28 eV.

Geometry (Å):
1 S -3.226 -1.522 -1.287
2 O -3.458 -2.204 -0.007
3 O 2.984 3.340 1.449
4 O -3.469 -2.317 -2.482
5 O -6.299 1.598 -2.160
6 N -1.684 -0.774 -1.203
7 N 4.570 -1.821 2.266
8 N -4.211 -0.093 -1.276
9 N 0.960 -3.444 -1.547
10 N 5.734 0.073 3.160
11 N -0.866 -3.293 -2.797
12 C 2.853 0.164 1.152
13 C 1.854 -2.884 -0.730
14 C 4.728 -0.526 2.461
15 C 4.792 4.327 2.658
16 C 4.463 1.807 2.475
17 C 5.576 1.472 3.195
18 C 3.951 3.178 2.191
19 C -5.607 -0.289 -0.843
20 C 2.687 -1.205 0.881
21 C -0.514 -1.545 -1.075
22 C 0.419 -1.083 -0.173
23 C -6.387 0.997 -0.875
24 C -0.163 -2.751 -1.784
25 C 3.906 0.490 1.989
26 C 1.628 -1.714 0.003
27 C -4.024 0.705 -2.539
28 C -4.934 1.943 -2.464
29 C 3.531 -2.144 1.495
30 H -4.259 0.121 -3.435
31 H 0.190 -0.157 0.342
32 H -0.524 -4.184 -3.159
33 H 6.234 2.188 3.717
34 H -5.584 -0.698 0.185
35 H -2.960 1.048 -2.617
36 H 6.444 -0.501 3.633
37 H -6.159 -1.007 -1.482
38 H -4.531 2.631 -1.722
39 H -5.995 1.712 -0.162
40 H 5.636 4.512 1.984
41 H 5.198 4.090 3.657
42 H 2.810 -3.403 -0.636
43 H -1.788 -0.114 -0.484
44 H 3.312 -3.196 1.350
45 H 2.245 0.971 0.747
46 H -7.430 0.774 -0.582
47 H -4.975 2.539 -3.415
48 H 4.187 5.237 2.776
49 H -1.848 -3.049 -2.832